Record 1
ORCA calculation (ωB97M-V/def2-TZVPD) on a structure of composition C16H9F9N3OSSb2Se8W.

Positions of all 50 atoms, in Å:
1 W 0.285 0.370 -1.045
2 N -2.894 -3.234 2.568
3 C -1.974 -3.815 3.460
4 C -2.283 -3.982 4.799
5 C -1.356 -4.554 5.662
6 C -0.108 -4.925 5.194
7 C 0.213 -4.726 3.856
8 C -0.724 -4.202 2.983
9 S -0.353 -3.981 1.270
10 N -1.376 -2.704 0.837
11 C -2.454 -2.507 1.473
12 C -3.347 -1.399 1.013
13 C -3.950 -0.556 1.938
14 C -4.738 0.484 1.470
15 C -4.887 0.642 0.104
16 C -4.235 -0.250 -0.738
17 N -3.486 -1.257 -0.305
18 H -3.747 -2.899 2.986
19 H -3.249 -3.656 5.168
20 H -1.610 -4.687 6.705
21 H 0.624 -5.353 5.866
22 H 1.198 -4.981 3.484
23 H -3.746 -0.673 2.994
24 H -5.203 1.173 2.163
25 H -5.475 1.449 -0.311
26 H -4.315 -0.143 -1.815
27 Se 1.858 2.600 3.109
28 Sb 0.317 0.873 2.612
29 Se 1.435 -0.687 0.773
30 Se -1.115 1.559 0.639
31 Se -0.891 -0.487 4.140
32 Se 1.849 -1.462 -5.394
33 Sb 2.158 -1.538 -3.048
34 Se 2.372 0.907 -2.216
35 Se -0.422 -1.576 -2.095
36 Se 3.339 -3.056 -1.687
37 F -2.989 4.099 -3.262
38 C -2.565 2.886 -2.889
39 F -3.123 2.601 -1.715
40 F -3.020 1.996 -3.777
41 C -1.011 2.813 -2.793
42 O -0.675 1.654 -2.174
43 C -0.407 2.777 -4.242
44 F -0.506 1.557 -4.748
45 F 0.884 3.119 -4.223
46 F -1.042 3.626 -5.065
47 C -0.468 4.070 -2.041
48 F -0.394 5.128 -2.862
49 F 0.749 3.827 -1.561
50 F -1.257 4.411 -1.021

Summary:
2S+1: 1
HOMO energy: -5.373 eV
charge: -1
E: -596227.226 eV

---

Record 2
ORCA calculation (ωB97M-V/def2-TZVPD) on a structure of composition C17H10Cl3LaNO8S3 at a distorted geometry.

Positions of all 43 atoms, in Å:
1 La 0.233 0.480 -0.532
2 O 1.437 -1.257 0.667
3 S 1.819 -0.286 1.764
4 O 3.088 -0.655 2.342
5 O 1.829 1.053 1.104
6 C 0.583 -0.285 2.936
7 C 0.591 -1.492 3.722
8 C -0.373 -1.801 4.625
9 C -1.486 -0.914 4.833
10 C -1.544 0.250 4.083
11 C -0.586 0.628 3.149
12 S -0.942 2.099 2.274
13 O -2.201 2.629 2.751
14 O 0.177 3.011 2.315
15 O -1.135 1.604 0.828
16 H 1.420 -2.176 3.582
17 H -0.297 -2.727 5.187
18 H -2.268 -1.148 5.543
19 H -2.380 0.924 4.215
20 Cl -3.869 -6.068 -0.964
21 C -2.963 -4.592 -1.278
22 C -2.707 -3.707 -0.244
23 C -1.995 -2.558 -0.518
24 Cl -1.701 -1.420 0.754
25 C -1.484 -2.226 -1.796
26 O -0.807 -1.154 -2.009
27 C -1.800 -3.169 -2.799
28 Cl -1.245 -2.850 -4.427
29 C -2.515 -4.329 -2.557
30 H -3.057 -3.899 0.761
31 H -2.717 -5.017 -3.367
32 O 2.102 1.025 -2.076
33 N 2.255 2.236 -2.570
34 C 3.512 2.663 -2.820
35 C 3.764 3.891 -3.364
36 C 2.676 4.723 -3.659
37 C 1.408 4.290 -3.388
38 C 1.162 3.019 -2.815
39 S -0.416 2.462 -2.498
40 H 4.267 1.942 -2.547
41 H 4.787 4.189 -3.541
42 H 2.837 5.705 -4.088
43 H 0.541 4.906 -3.579

Summary:
2S+1: 2
HOMO energy (spin up / spin down): 0.810 / -2.630 eV
charge: -2
E: -106598.657 eV
⟨S²⟩: 0.76

---

Record 3
ORCA calculation (ωB97M-V/def2-TZVPD) on a structure of composition C17H10ClF6IMnNO2S5 at a distorted geometry.

Positions of all 44 atoms, in Å:
1 Mn 0.433 0.072 0.717
2 Cl 4.488 3.804 -3.541
3 C 3.504 3.207 -2.247
4 C 3.562 3.815 -1.021
5 C 2.840 3.300 0.064
6 I 3.030 4.107 1.983
7 C 2.023 2.195 -0.074
8 O 1.420 1.582 0.920
9 C 1.875 1.638 -1.384
10 N 0.980 0.623 -1.497
11 C 0.921 -0.034 -2.634
12 C 1.740 0.273 -3.730
13 C 2.586 1.345 -3.660
14 C 2.666 2.088 -2.463
15 H 4.197 4.679 -0.882
16 H 0.201 -0.843 -2.685
17 H 1.689 -0.338 -4.621
18 H 3.211 1.631 -4.495
19 C 4.898 0.447 1.610
20 S 5.385 -1.091 0.775
21 C 4.327 -2.231 1.596
22 C 2.988 -2.376 1.386
23 S 2.087 -1.635 0.119
24 S 2.201 -3.589 2.390
25 C 3.618 -4.151 3.222
26 S 3.598 -5.361 4.319
27 S 5.058 -3.293 2.766
28 H 5.341 1.256 1.033
29 H 5.286 0.460 2.625
30 H 3.817 0.537 1.609
31 C -3.063 -1.968 1.640
32 C -2.013 -0.867 1.548
33 O -0.933 -1.199 0.773
34 C -2.652 0.428 0.962
35 F -3.395 1.128 1.820
36 F -3.398 0.166 -0.110
37 F -1.647 1.270 0.534
38 C -1.477 -0.560 2.974
39 F -0.871 -1.633 3.482
40 F -2.368 -0.131 3.859
41 F -0.500 0.418 2.872
42 H -3.406 -2.210 0.638
43 H -3.904 -1.653 2.257
44 H -2.601 -2.853 2.072

Summary:
2S+1: 5
HOMO energy (spin up / spin down): -8.001 / -8.127 eV
E: -145802.983 eV
⟨S²⟩: 6.38